This record from the OMol25 dataset describes one molecule with the formula C4H6N2O. The level of theory is ωB97M-V/def2-TZVPD.

## Properties
Orbital gap = 9.787 eV
Highest occupied orbital energy = -9.0 eV
Electronic energy = -340.6898 hartree
Relative energy (zero: lowest compared OMol25 entry of this formula, charge and spin) = 275.9 kJ/mol
E_LUMO = 0.77 eV

```
! wB97M-V def2-TZVPD RIJCOSX def2/J DEFGRID3
* xyz 0 1
C -1.82 -0.23 0.28
C -0.54 1.04 -1.27
C -0.80 -0.40 -0.86
N 0.45 -0.96 -0.33
C 1.23 0.04 -0.31
N 2.53 0.16 0.08
O 0.69 1.25 -0.82
H -2.81 0.00 -0.12
H -1.86 -1.15 0.87
H -1.52 0.59 0.94
H -1.21 -1.02 -1.66
H 2.81 1.06 0.41
H 2.90 -0.64 0.58
*
```

How is the electron density shared among the atoms? According to natural (NBO), the charges in e are:
1 C -0.60
2 C 0.31
3 C -0.25
4 N -0.50
5 C 0.64
6 N -0.81
7 O -0.49
8 H 0.23
9 H 0.23
10 H 0.21
11 H 0.23
12 H 0.40
13 H 0.41


This record from the OMol25 dataset describes an isolated ion of composition C12H17ClNO and charge +1 at a distorted geometry. The level of theory is ωB97M-V/def2-TZVPD.

## Properties
Orbital gap (alpha / beta) = 6.550 / 6.551 eV
Highest occupied orbital energy (alpha / beta) = -11.8 / -11.8 eV
Electronic energy = -1057.2803 hartree
Relative energy (zero: lowest compared OMol25 entry of this formula, charge and spin) = 352.4 kJ/mol
E_LUMO (alpha / beta) = -5.29 / -5.29 eV

```
! wB97M-V def2-TZVPD RIJCOSX def2/J DEFGRID3
* xyz 1 1
C -4.13 -1.22 -1.10
C -5.00 -0.18 -0.79
C -2.88 -1.37 -0.41
C -4.72 0.74 0.24
C -2.49 -0.31 0.47
C -3.41 0.71 0.76
C 0.93 -0.88 1.60
C -1.22 -0.23 1.13
C 1.78 -0.47 0.37
C 1.47 -1.58 -0.72
C 2.11 2.00 0.48
C 1.15 1.03 -1.49
N 1.40 0.84 -0.06
O -0.38 -1.21 1.12
Cl -2.83 2.18 1.63
H -4.33 -2.07 -1.89
H -5.94 -0.04 -1.25
H -2.17 -2.12 -0.77
H -5.28 1.69 0.36
H 1.32 -1.81 2.08
H 0.97 -0.01 2.32
H -1.02 0.65 1.68
H 2.77 -0.34 0.65
H 1.40 -2.56 -0.47
H 2.31 -1.38 -1.40
H 0.59 -1.48 -1.23
H 1.50 2.91 0.47
H 2.27 1.72 1.52
H 2.95 2.44 -0.13
H 2.14 1.07 -1.95
H 0.53 0.14 -1.98
H 0.55 1.93 -1.48
*
```

How is the electron density shared among the atoms? According to natural (NBO), the charges in e are:
1 C -0.22
2 C -0.11
3 C -0.12
4 C -0.23
5 C -0.19
6 C 0.07
7 C -0.09
8 C 0.45
9 C -0.05
10 C -0.62
11 C -0.43
12 C -0.42
13 N -0.46
14 O -0.38
15 Cl 0.02
16 H 0.26
17 H 0.24
18 H 0.24
19 H 0.26
20 H 0.23
21 H 0.20
22 H 0.22
23 H 0.21
24 H 0.23
25 H 0.23
26 H 0.20
27 H 0.21
28 H 0.20
29 H 0.21
30 H 0.19
31 H 0.21
32 H 0.21


This record from the OMol25 dataset describes C5H5NO as an isolated structure at a distorted geometry. The level of theory is ωB97M-V/def2-TZVPD.

## Properties
Orbital gap = 10.080 eV
Highest occupied orbital energy = -9.4 eV
Electronic energy = -323.3347 hartree
Relative energy (zero: lowest compared OMol25 entry of this formula, charge and spin) = 485.6 kJ/mol
E_LUMO = 0.72 eV

```
! wB97M-V def2-TZVPD RIJCOSX def2/J DEFGRID3
* xyz 0 1
N 2.88 1.26 0.29
C 2.00 0.50 0.30
C 0.92 -0.50 0.32
O 0.05 -0.35 1.45
C -1.06 -0.26 0.57
C -1.16 0.99 -0.21
C -0.27 -0.41 -0.66
H 1.36 -1.50 0.28
H -1.94 -0.87 0.77
H -2.07 0.97 -0.81
H -0.23 1.10 -0.87
H -0.43 -0.99 -1.54
*
```

How is the electron density shared among the atoms? According to natural (NBO), the charges in e are:
1 N -0.28
2 C 0.24
3 C -0.01
4 O -0.48
5 C 0.07
6 C -0.50
7 C -0.28
8 H 0.24
9 H 0.23
10 H 0.21
11 H 0.31
12 H 0.25


This record from the OMol25 dataset describes a 3-piece molecular cluster, C34H69N3O12P2Si overall at a distorted geometry. The level of theory is ωB97M-V/def2-TZVPD.

## Properties
Orbital gap = 9.178 eV
Highest occupied orbital energy = -9.0 eV
Electronic energy = -3376.2180 hartree
E_LUMO = 0.14 eV

```
! wB97M-V def2-TZVPD RIJCOSX def2/J DEFGRID3
* xyz 0 1
C 2.31 1.91 4.51
C 1.00 2.11 4.23
C 0.27 1.44 3.10
O -1.17 1.78 3.33
C -1.68 1.31 4.41
N -2.22 0.78 5.29
C 0.60 2.10 1.71
C -0.64 2.26 0.81
C -1.37 3.62 0.90
C -2.90 3.47 0.73
C -3.49 4.58 -0.16
C 1.39 3.43 1.79
C 1.83 3.99 0.42
C 3.21 3.51 -0.08
C 3.30 3.46 -1.60
C 2.70 2.18 -2.22
C 3.74 1.17 -2.66
C 3.16 -0.17 -3.11
C 2.16 -0.06 -4.27
N 1.60 1.15 1.19
C 1.82 0.05 2.01
O 2.78 -0.68 2.00
C 0.61 -0.04 2.95
O 1.11 -0.72 4.10
N 0.05 -1.14 4.95
O 0.40 -1.18 6.06
Si -0.55 -1.28 1.95
C 0.21 -2.96 2.22
C -2.31 -1.34 2.55
C -0.52 -1.03 0.08
H 2.73 0.92 4.66
H 3.00 2.74 4.57
H 0.46 2.84 4.83
H -0.29 2.16 -0.22
H -1.37 1.48 0.96
H -1.19 4.14 1.83
H -1.01 4.25 0.08
H -3.33 3.60 1.72
H -3.17 2.47 0.39
H -2.79 4.95 -0.90
H -4.42 4.25 -0.62
H -3.75 5.44 0.47
H 0.84 4.20 2.32
H 2.30 3.26 2.36
H 1.92 5.07 0.56
H 1.10 3.85 -0.37
H 3.52 2.57 0.37
H 3.94 4.24 0.25
H 4.36 3.46 -1.86
H 2.85 4.34 -2.07
H 1.96 1.69 -1.58
H 2.15 2.47 -3.12
H 4.47 0.97 -1.86
H 4.32 1.57 -3.50
H 3.97 -0.81 -3.45
H 2.66 -0.69 -2.28
H 1.66 -1.02 -4.40
H 1.42 0.71 -4.09
H 2.66 0.14 -5.22
H 1.57 0.98 0.20
H 0.06 -3.35 3.22
H 1.28 -2.87 2.01
H -0.17 -3.64 1.46
H -2.94 -0.51 2.23
H -2.34 -1.48 3.63
H -2.74 -2.25 2.12
H 0.48 -0.91 -0.32
H -0.88 -1.98 -0.32
H -1.20 -0.26 -0.28
O -3.20 -6.37 5.27
P -2.04 -6.78 6.08
O -2.61 -7.16 7.54
C -3.76 -8.01 7.63
C -3.47 -9.45 7.24
O -1.25 -5.39 6.36
C -1.52 -4.21 5.59
C -2.51 -3.31 6.31
O -0.72 -7.66 6.08
C 0.16 -7.69 7.22
C -0.07 -8.91 8.09
H -4.56 -7.61 7.00
H -4.10 -7.96 8.66
H -2.94 -9.51 6.29
H -4.41 -10.01 7.16
H -2.85 -9.94 7.99
H -1.88 -4.48 4.59
H -0.57 -3.69 5.46
H -3.32 -3.88 6.75
H -2.94 -2.57 5.62
H -2.01 -2.77 7.11
H 0.09 -6.77 7.79
H 1.16 -7.74 6.80
H -0.92 -8.76 8.75
H 0.80 -9.07 8.73
H -0.26 -9.79 7.49
O 1.15 2.37 -7.14
P 0.79 3.36 -8.16
O -0.44 2.74 -9.00
C -1.55 2.17 -8.29
C -2.41 3.21 -7.61
O 2.01 3.26 -9.23
C 3.24 2.61 -8.88
C 3.26 1.17 -9.34
O 0.55 4.91 -8.43
C 0.24 5.40 -9.75
C -1.24 5.64 -9.94
H -1.18 1.44 -7.57
H -2.13 1.62 -9.03
H -1.81 3.91 -7.02
H -3.13 2.72 -6.95
H -2.97 3.80 -8.34
H 3.42 2.68 -7.81
H 4.03 3.18 -9.38
H 2.31 0.68 -9.15
H 4.05 0.61 -8.84
H 3.44 1.11 -10.42
H 0.64 4.74 -10.51
H 0.77 6.35 -9.83
H -1.77 4.71 -10.16
H -1.40 6.31 -10.79
H -1.69 6.08 -9.05
*
```

Löwdin atomic charge list, values in e, 99 entries:
1 C 0.07
2 C -0.07
3 C -0.25
4 O 0.03
5 C -0.37
6 N 0.20
7 C -0.31
8 C -0.12
9 C -0.18
10 C -0.24
11 C -0.10
12 C -0.12
13 C -0.17
14 C -0.21
15 C -0.20
16 C -0.21
17 C -0.22
18 C -0.26
19 C -0.11
20 N 0.15
21 C -0.46
22 O 0.13
23 C -0.30
24 O -0.07
25 N -0.01
26 O 0.11
27 Si 0.61
28 C -0.14
29 C -0.16
30 C -0.15
31 H 0.08
32 H 0.08
33 H 0.13
34 H 0.12
35 H 0.08
36 H 0.11
37 H 0.10
38 H 0.10
39 H 0.10
40 H 0.06
41 H 0.07
42 H 0.07
43 H 0.11
44 H 0.10
45 H 0.12
46 H 0.09
47 H 0.10
48 H 0.11
49 H 0.11
50 H 0.11
51 H 0.09
52 H 0.10
53 H 0.11
54 H 0.12
55 H 0.10
56 H 0.09
57 H 0.07
58 H 0.06
59 H 0.07
60 H 0.11
61 H 0.01
62 H 0.04
63 H 0.04
64 H 0.04
65 H 0.00
66 H 0.04
67 H 0.03
68 H 0.04
69 H 0.03
70 O -0.21
71 P 0.48
72 O -0.20
73 C -0.27
74 C -0.08
75 O -0.20
76 C -0.28
77 C -0.06
78 O -0.19
79 C -0.24
80 C -0.07
81 H 0.11
82 H 0.12
83 H 0.07
84 H 0.08
85 H 0.07
86 H 0.10
87 H 0.09
88 H 0.08
89 H 0.06
90 H 0.08
91 H 0.12
92 H 0.12
93 H 0.06
94 H 0.08
95 H 0.08
96 O -0.21
97 P 0.48
98 O -0.20
99 C -0.27